No. 1
DFT (wB97M-V/def2-TZVPD) results for C23H29N3O5S in the gas phase.

Geometry as XYZ:
```
61
Properties=species:S:1:pos:R:3:nbo_charge:R:1
C -1.302 -5.478 5.128 -0.25
O -0.114 -4.729 5.080 -0.48
C 0.296 -4.240 3.879 0.28
C -0.361 -4.430 2.675 -0.28
C 0.150 -3.888 1.503 -0.05
C 1.317 -3.144 1.538 0.03
C 1.983 -2.936 2.739 -0.30
C 1.491 -3.482 3.912 0.27
O 2.064 -3.351 5.139 -0.48
C 3.252 -2.608 5.245 -0.25
C 1.768 -2.561 0.228 -0.25
N 0.638 -1.902 -0.402 -0.43
C 0.549 -0.598 -0.738 0.67
O -0.487 -0.150 -1.206 -0.65
C 1.794 0.270 -0.518 -0.31
N 1.666 1.659 -0.904 -0.45
C 1.455 1.847 -2.333 -0.25
C 1.555 3.337 -2.664 -0.24
N 0.654 4.129 -1.866 -0.67
S -0.847 4.480 -2.488 2.32
O -0.634 4.882 -3.848 -0.94
O -1.453 5.407 -1.575 -0.94
C -1.835 2.980 -2.499 -0.26
C -2.596 2.663 -1.392 -0.21
C -3.319 1.482 -1.385 -0.20
C -3.273 0.638 -2.483 -0.18
C -2.523 0.978 -3.597 -0.19
C -1.799 2.158 -3.607 -0.23
C 0.769 3.877 -0.453 -0.24
C 0.671 2.386 -0.127 -0.25
C -0.585 -2.687 -0.540 -0.21
C -0.492 -4.044 0.158 -0.42
H -1.231 -6.387 4.521 0.17
H -2.165 -4.888 4.799 0.17
H -1.433 -5.753 6.173 0.20
H -1.274 -5.001 2.632 0.22
H 2.887 -2.349 2.743 0.21
H 3.106 -1.565 4.943 0.17
H 4.059 -3.049 4.650 0.17
H 3.525 -2.641 6.299 0.20
H 2.588 -1.864 0.372 0.22
H 2.115 -3.365 -0.438 0.20
H 2.628 -0.153 -1.088 0.22
H 2.049 0.252 0.547 0.21
H 2.241 1.306 -2.868 0.20
H 0.479 1.456 -2.652 0.21
H 1.310 3.527 -3.709 0.24
H 2.574 3.685 -2.463 0.20
H -2.615 3.348 -0.559 0.24
H -3.910 1.217 -0.521 0.22
H -3.827 -0.288 -2.471 0.21
H -2.497 0.321 -4.454 0.22
H -1.212 2.459 -4.461 0.24
H -0.023 4.441 0.039 0.24
H 1.742 4.258 -0.123 0.20
H 0.891 2.234 0.934 0.20
H -0.345 2.024 -0.332 0.21
H -1.402 -2.097 -0.112 0.22
H -0.802 -2.817 -1.606 0.20
H 0.113 -4.725 -0.449 0.21
H -1.491 -4.471 0.243 0.22
```

Results
* HOMO energy: -8.201 eV
* SMILES: COc1cc2c(cc1OC)CN(C(=O)CN1CCN(S(=O)(=O)c3ccccc3)CC1)CC2
* energy above the lowest of the compared OMol25 structures with the same formula, charge and spin: 2.427 eV
* molar mass: 459.57 g/mol
* E: -1832.46464 hartree

---

No. 2
DFT (wB97M-V/def2-TZVPD) results for a molecular structure, C23H30Cl2MnN5O4.

Geometry as XYZ:
```
65
Properties=species:S:1:pos:R:3:nbo_charge:R:1
Mn 0.568 -0.669 0.152 1.43
C 0.010 -3.782 1.180 -0.22
C -0.946 -3.679 -0.001 -0.22
N -0.481 -2.653 -0.940 -0.66
C -1.545 -2.143 -1.797 -0.26
C -2.354 -1.089 -1.076 0.26
C -3.589 -0.671 -1.547 -0.26
C -4.239 0.357 -0.881 -0.15
C -3.641 0.922 0.235 -0.23
C -2.419 0.421 0.662 0.23
C -1.746 0.962 1.909 -0.26
N -0.479 0.312 2.205 -0.65
C -0.515 -0.689 3.272 -0.22
C -0.862 -2.069 2.726 -0.22
N 0.191 -2.477 1.801 -0.66
N -1.796 -0.554 0.009 -0.52
H 0.983 -4.118 0.812 0.21
H -0.362 -4.533 1.887 0.19
H -1.938 -3.390 0.352 0.20
H -1.037 -4.657 -0.483 0.20
H 0.272 -3.022 -1.508 0.39
H -2.212 -2.937 -2.151 0.20
H -1.093 -1.666 -2.669 0.24
H -4.030 -1.144 -2.415 0.23
H -5.207 0.705 -1.219 0.23
H -4.124 1.723 0.781 0.22
H -2.445 0.856 2.747 0.21
H -1.585 2.033 1.769 0.22
H 0.239 0.996 2.396 0.40
H -1.235 -0.419 4.052 0.19
H 0.480 -0.731 3.718 0.23
H -1.811 -2.025 2.189 0.19
H -0.973 -2.775 3.560 0.19
H 1.072 -2.453 2.302 0.39
Cl 8.041 -0.956 1.335 0.01
C 6.310 -0.878 1.358 -0.09
C 5.653 -0.719 2.592 -0.18
C 4.291 -0.638 2.630 -0.13
Cl 3.470 -0.456 4.142 0.01
C 3.476 -0.705 1.451 0.49
O 2.215 -0.583 1.532 -0.83
C 4.185 -0.909 0.224 -0.32
C 3.481 -1.047 -1.009 0.46
O 2.258 -1.137 -1.179 -0.71
C 5.594 -0.974 0.203 -0.15
H 6.231 -0.662 3.505 0.25
H 4.123 -1.092 -1.904 0.14
H 6.103 -1.118 -0.743 0.23
O 0.516 1.590 -0.372 -0.73
C 0.090 1.711 -1.528 0.77
O -0.263 0.794 -2.323 -0.73
C -0.016 3.140 -2.142 -0.16
N -0.869 2.950 -3.359 -0.54
C -2.207 3.501 -3.017 -0.23
C -1.860 4.706 -2.153 -0.41
C -0.741 4.161 -1.254 -0.41
H 0.986 3.455 -2.427 0.25
H -0.808 1.856 -3.392 0.49
H -0.485 3.384 -4.191 0.43
H -2.738 2.748 -2.434 0.22
H -2.777 3.732 -3.914 0.23
H -2.711 5.087 -1.593 0.24
H -1.476 5.512 -2.783 0.21
H -1.150 3.659 -0.377 0.23
H -0.072 4.944 -0.905 0.24
```

Results
* total charge: +1
* HOMO energy (spin up / spin down): -9.740 / -9.774 eV
* multiplicity: 6
* molar mass: 566.37 g/mol
* E: -3540.52329 hartree

---

No. 3
DFT (wB97M-V/def2-TZVPD) results for 3 unconnected molecules or ions with the total composition C23H30F16O7S.

Geometry as XYZ:
```
77
Properties=species:S:1:pos:R:3:lowdin_charge:R:1
C -2.200 -4.983 -1.289 -0.17
C -2.305 -3.459 -1.190 -0.52
S -0.750 -2.693 -1.745 0.95
C -0.391 -1.516 -0.402 -0.35
C -0.399 -0.003 -0.738 -0.44
C -1.034 0.758 0.450 -0.10
C -2.524 1.086 0.218 -0.17
C -3.336 1.177 1.518 -0.18
C -3.319 -0.121 2.355 -0.16
C -2.477 0.014 3.619 -0.19
O -2.800 -0.976 4.603 0.00
C -2.688 -2.277 4.228 -0.53
C -1.416 -2.694 3.528 0.02
O -3.531 -3.067 4.549 0.13
C 0.979 0.558 -1.079 -0.06
O 1.091 0.303 -2.487 0.05
C -0.160 0.183 -2.979 -0.59
O -0.435 0.062 -4.127 0.17
O -1.072 0.287 -1.970 0.06
H -3.170 -5.436 -1.076 0.07
H -1.880 -5.266 -2.296 0.07
H -1.439 -5.352 -0.600 0.07
H -3.147 -3.088 -1.778 0.07
H -2.467 -3.159 -0.150 0.06
H -1.138 -1.719 0.369 0.05
H 0.581 -1.803 0.004 0.09
H -0.501 1.702 0.610 0.12
H -0.901 0.177 1.363 0.09
H -2.583 2.049 -0.295 0.12
H -2.988 0.322 -0.413 0.12
H -3.024 2.038 2.117 0.10
H -4.375 1.363 1.226 0.11
H -4.332 -0.390 2.666 0.13
H -2.951 -0.944 1.728 0.10
H -1.405 -0.001 3.396 0.10
H -2.691 0.978 4.082 0.12
H -1.596 -3.668 3.069 0.09
H -1.093 -1.998 2.756 0.05
H -0.633 -2.816 4.279 0.10
H 1.829 0.190 -0.505 0.15
H 0.960 1.649 -0.967 0.14
F 3.778 -1.906 -3.686 0.10
C 2.585 -1.859 -4.318 -0.30
F 1.653 -2.370 -3.482 0.05
C 2.594 -2.700 -5.598 -0.44
F 2.788 -4.003 -5.296 0.13
F 1.336 -2.573 -6.104 0.11
C 3.532 -2.277 -6.741 -0.03
O 4.756 -2.977 -6.896 0.05
C 5.926 -2.580 -6.320 -0.55
F 5.828 -1.391 -5.707 0.16
F 6.837 -2.440 -7.314 0.14
C 6.488 -3.660 -5.385 -0.29
F 5.624 -3.929 -4.390 0.10
F 7.640 -3.204 -4.842 0.10
H 2.325 -0.821 -4.535 0.16
H 2.978 -2.535 -7.642 0.15
H 3.677 -1.197 -6.760 0.15
H 6.688 -4.572 -5.950 0.17
F -0.865 5.390 2.096 0.09
C -1.125 6.582 2.670 -0.31
F -0.523 7.539 1.932 0.10
C -0.573 6.651 4.099 -0.44
F 0.773 6.566 4.077 0.14
F -0.907 7.902 4.529 0.10
C -1.148 5.692 5.155 -0.03
O -0.395 4.537 5.482 0.06
C -0.554 3.339 4.854 -0.55
F -1.583 3.341 3.987 0.14
F -0.837 2.413 5.799 0.15
C 0.747 2.876 4.186 -0.28
F 1.154 3.767 3.264 0.11
F 0.509 1.698 3.559 0.09
H -2.204 6.760 2.666 0.17
H -1.131 6.274 6.076 0.15
H -2.192 5.454 4.954 0.15
H 1.530 2.744 4.933 0.18
```

Results
* HOMO energy: -8.722 eV
* SMILES: CCSC[C@@]1(CCCCCOC(C)=O)COC(=O)O1.FC(F)C(F)(F)COC(F)(F)C(F)F.FC(F)C(F)(F)COC(F)(F)C(F)F
* molar mass: 754.52 g/mol
* E: -3417.15290 hartree

---

No. 4
DFT (wB97M-V/def2-TZVPD) results for C23H30FN3O2 in the gas phase.

Geometry as XYZ:
```
59
Properties=species:S:1:pos:R:3:nbo_charge:R:1
C 2.876 0.904 -3.844 -0.25
O 2.025 1.781 -3.146 -0.50
C 1.974 1.687 -1.785 0.28
C 2.748 0.833 -1.010 -0.28
C 2.580 0.802 0.363 -0.27
C 1.656 1.625 0.989 0.35
O 1.496 1.539 2.337 -0.71
C 0.907 2.526 0.220 -0.11
C -0.043 3.472 0.911 -0.24
N -0.931 2.738 1.806 -0.47
C -1.592 3.600 2.775 -0.21
C -2.633 2.805 3.580 -0.41
C -2.371 1.308 3.446 -0.40
C -2.580 0.904 1.982 -0.03
N -2.189 -0.477 1.744 -0.45
C -0.763 -0.756 1.792 -0.25
C -0.568 -2.275 1.766 -0.21
N -1.110 -2.851 0.553 -0.43
C -0.357 -2.882 -0.609 0.17
C 0.959 -2.404 -0.668 -0.28
C 1.716 -2.523 -1.817 -0.21
C 1.165 -3.108 -2.939 0.33
F 1.904 -3.201 -4.074 -0.34
C -0.127 -3.598 -2.921 -0.26
C -0.870 -3.492 -1.764 -0.23
C -2.526 -2.549 0.494 -0.21
C -2.755 -1.033 0.529 -0.23
C -1.903 1.953 1.066 -0.26
C 1.065 2.535 -1.152 -0.23
H 2.741 1.140 -4.898 0.20
H 3.926 1.058 -3.573 0.17
H 2.603 -0.142 -3.672 0.18
H 3.482 0.185 -1.460 0.22
H 3.171 0.135 0.972 0.22
H 0.656 1.990 2.550 0.50
H 0.537 4.178 1.519 0.21
H -0.604 4.058 0.165 0.19
H -2.078 4.458 2.279 0.17
H -0.819 3.996 3.441 0.20
H -2.594 3.103 4.627 0.22
H -3.637 3.022 3.211 0.20
H -3.052 0.739 4.078 0.22
H -1.353 1.092 3.764 0.20
H -3.659 0.933 1.788 0.20
H -0.341 -0.354 2.710 0.21
H -0.226 -0.316 0.936 0.18
H 0.483 -2.538 1.876 0.21
H -1.119 -2.713 2.603 0.20
H 1.412 -1.917 0.179 0.22
H 2.732 -2.161 -1.843 0.21
H -0.537 -4.066 -3.802 0.23
H -1.864 -3.912 -1.759 0.21
H -2.979 -2.962 -0.404 0.21
H -3.003 -3.003 1.368 0.20
H -3.829 -0.831 0.516 0.20
H -2.307 -0.593 -0.381 0.17
H -2.668 2.609 0.615 0.18
H -1.381 1.454 0.247 0.22
H 0.487 3.210 -1.765 0.22
```

Results
* HOMO energy: -7.462 eV
* SMILES: COc1ccc(O)c(CN2CCC[C@H](N3CCN(c4ccc(F)cc4)CC3)C2)c1
* energy above the lowest of the compared OMol25 structures with the same formula, charge and spin: 3.345 eV
* molar mass: 399.51 g/mol
* E: -1309.02476 hartree

---

What is the E in the second record? -3540.52329 hartree

---

Number 1 is which compound? C23H29N3O5S